(1)
{
  "formula": "C11H23Br4NO3",
  "method": "ωB97M-V/def2-TZVPD",
  "symbols": ["C", "C", "N", "O", "C", "O", "O", "C", "C", "C", "C", "H", "H", "H", "H", "H", "H", "H", "H", "H", "H", "H", "H", "H", "H", "H", "Br", "C", "C", "Br", "H", "H", "H", "H", "Br", "C", "C", "Br", "H", "H", "H", "H"],
  "xyz": [[2.17889, 1.83633, -0.30837], [1.52132, 0.78255, -1.16204], [0.94426, -0.25738, -0.34394], [0.04406, -1.04510, -1.13795], [-1.18141, -1.03226, -0.55126], [-1.60514, -1.97201, -0.00941], [-1.76933, 0.13611, -0.66361], [-3.20920, 0.06849, -0.83820], [-3.88910, -0.03106, 0.52724], [-3.57803, 1.34173, -1.55374], [-3.10427, 2.57444, -0.79633], [2.45406, 2.64021, -0.97655], [1.46882, 2.25324, 0.39199], [3.03488, 1.43975, 0.21491], [0.72973, 1.27454, -1.72824], [2.21039, 0.34760, -1.86953], [0.46541, 0.12123, 0.46543], [-3.47330, -0.80271, -1.42070], [-4.82720, 0.50254, 0.54798], [-3.20636, 0.41062, 1.23957], [-3.99238, -1.05879, 0.82667], [-4.64736, 1.41126, -1.69255], [-3.06774, 1.31133, -2.50800], [-3.65525, 3.44814, -1.10804], [-3.27825, 2.47174, 0.26380], [-2.05173, 2.75209, -0.94453], [7.03212, 3.07696, 2.59477], [5.97178, 2.64056, 1.02318], [5.66628, 3.86478, 0.20258], [4.26652, 4.94436, 1.01730], [5.07802, 2.13801, 1.37720], [6.57842, 1.94117, 0.45176], [5.27852, 3.58205, -0.77407], [6.52798, 4.51154, 0.07564], [-1.64334, -8.05910, 0.43568], [-2.03655, -6.20156, 0.86923], [-0.79807, -5.44785, 1.26865], [-0.24169, -5.89304, 3.08139], [-2.79107, -6.21421, 1.64870], [-2.45995, -5.77874, -0.03916], [-0.99244, -4.37737, 1.28164], [0.04767, -5.65220, 0.62090]],
  "nbo_charge": [-0.614, -0.231, -0.314, -0.407, 0.981, -0.580, -0.531, 0.106, -0.643, -0.414, -0.610, 0.222, 0.208, 0.205, 0.176, 0.194, 0.343, 0.194, 0.213, 0.217, 0.231, 0.213, 0.210, 0.213, 0.204, 0.212, -0.008, -0.450, -0.448, -0.013, 0.230, 0.230, 0.227, 0.234, -0.021, -0.443, -0.448, -0.025, 0.229, 0.230, 0.246, 0.231],
  "smiles": "CCNOC(=O)O[C@@H](C)CC.BrCCBr.BrCCBr",
  "homo_lumo_gap_ev": 9.86,
  "homo_energy_ev": -9.337
}

***

(2)
{
  "formula": "C11H23CuINO2P2",
  "method": "ωB97M-V/def2-TZVPD",
  "symbols": ["Cu", "P", "C", "C", "N", "C", "C", "C", "C", "C", "P", "H", "H", "H", "H", "H", "H", "H", "H", "O", "H", "H", "O", "H", "C", "H", "H", "H", "C", "H", "H", "H", "C", "H", "H", "H", "C", "H", "H", "H", "I"],
  "xyz": [[-0.36702, 0.02534, 1.17355], [1.82827, -0.54461, 1.36359], [2.09415, -0.65080, -0.46079], [0.92096, -1.27840, -1.11987], [-0.27728, -0.96476, -0.59262], [-1.41098, -1.33359, -1.22020], [-1.38126, -2.17325, -2.32950], [-0.14668, -2.58241, -2.83763], [1.01474, -2.10919, -2.23070], [-2.68463, -0.74775, -0.64430], [-2.22815, 0.73996, 0.32838], [2.00110, -2.35184, -2.59738], [-2.34395, -2.49301, -2.74293], [-0.10048, -3.25852, -3.68380], [-3.37682, -0.47495, -1.45029], [-3.14982, -1.45943, 0.05212], [2.14851, 0.47654, -0.76899], [3.02135, -1.19469, -0.66993], [1.35467, 2.43349, -0.30672], [2.15722, 1.96300, -0.77415], [2.16021, 2.27313, -1.70120], [-0.08791, 2.65046, 1.24290], [0.23335, 3.15525, 0.45080], [0.39314, 4.08624, 0.72925], [-2.23803, 1.94891, -1.03491], [-3.15412, 1.87830, -1.64350], [-2.15621, 2.95232, -0.59366], [-1.37913, 1.78301, -1.70569], [-3.64746, 1.06119, 1.39209], [-3.48360, 2.00858, 1.92669], [-4.59497, 1.11723, 0.83564], [-3.70010, 0.26335, 2.14758], [2.20417, -2.23722, 1.88244], [3.24087, -2.45928, 1.59625], [2.06381, -2.32073, 2.96529], [1.52504, -2.93112, 1.37187], [3.19212, 0.50540, 1.91226], [2.99689, 0.77429, 2.95547], [4.12855, -0.06191, 1.82847], [3.24344, 1.41874, 1.30452], [-0.01399, 0.11271, 3.64960]],
  "nbo_charge": [0.772, 0.970, -0.859, 0.270, -0.606, 0.243, -0.257, -0.108, -0.253, -0.751, 0.835, 0.238, 0.239, 0.241, 0.254, 0.265, 0.353, 0.238, 0.510, -0.975, 0.492, 0.507, -0.955, 0.514, -0.941, 0.242, 0.257, 0.252, -0.957, 0.260, 0.248, 0.265, -0.962, 0.245, 0.267, 0.253, -0.975, 0.265, 0.248, 0.275, -0.421],
  "spin_multiplicity": 2,
  "charge": 1,
  "homo_lumo_gap_ev": [7.53, 7.07],
  "homo_energy_ev": [-10.378, -11.269],
  "de_lowest_ev": 0.000
}

***

(3)
{
  "formula": "C11H23FHfNO6S",
  "method": "ωB97M-V/def2-TZVPD",
  "symbols": ["Hf", "F", "C", "C", "O", "N", "C", "H", "H", "H", "H", "H", "H", "H", "C", "C", "O", "C", "O", "O", "C", "H", "H", "H", "H", "H", "H", "H", "H", "C", "C", "C", "S", "O", "O", "C", "H", "H", "H", "H", "H", "H", "H", "H"],
  "xyz": [[5.44857, 13.72037, -12.53329], [7.18386, 14.92588, -11.56755], [7.54651, 17.15553, -14.07342], [6.08798, 16.73623, -14.35671], [5.72557, 15.65266, -13.96059], [5.39930, 17.55711, -15.06746], [4.03670, 17.12259, -15.48423], [8.17243, 16.28098, -13.89594], [7.74077, 17.92586, -13.32713], [7.87433, 17.70258, -14.95738], [5.81738, 18.33093, -15.56397], [3.41097, 17.91314, -15.06999], [3.72441, 16.23774, -14.92959], [3.79581, 16.96520, -16.53556], [10.02673, 16.65043, -10.78821], [10.60842, 16.35483, -9.38616], [10.60617, 17.52148, -8.65907], [10.39004, 17.48890, -7.27092], [10.13646, 16.51730, -6.64345], [10.64734, 18.64549, -6.71025], [10.80872, 18.63345, -5.32903], [10.49268, 17.50297, -11.28235], [8.93988, 16.72765, -10.75831], [10.06037, 15.75526, -11.40922], [11.67122, 16.11453, -9.41458], [9.86417, 15.63915, -9.03691], [10.10380, 18.08166, -4.70717], [10.57825, 19.65227, -5.01759], [11.82087, 18.49527, -4.94882], [4.16317, 15.08610, -7.34747], [5.32882, 15.82386, -8.06695], [6.49759, 14.80595, -8.20659], [5.63640, 13.30469, -8.68850], [6.44802, 12.10990, -8.33393], [5.28886, 13.49294, -10.11606], [4.08837, 13.64593, -7.70677], [3.20794, 15.49535, -7.67633], [4.18004, 15.20143, -6.26372], [5.64311, 16.70530, -7.50804], [5.22706, 16.28866, -9.04761], [6.79201, 14.66751, -7.16628], [7.35611, 15.07278, -8.82290], [4.29538, 13.05166, -6.81677], [3.22899, 13.22052, -8.22502]],
  "nbo_charge": [2.405, -0.702, -0.709, 0.736, -0.827, -0.510, -0.445, 0.253, 0.277, 0.243, 0.447, 0.236, 0.205, 0.251, -0.623, -0.064, -0.523, 0.995, -0.632, -0.478, -0.278, 0.223, 0.190, 0.208, 0.202, 0.175, 0.204, 0.201, 0.204, -0.447, -0.418, -0.651, 2.079, -0.821, -1.119, -0.578, 0.249, 0.257, 0.263, 0.220, 0.273, 0.289, 0.274, 0.265],
  "spin_multiplicity": 2,
  "charge": 2,
  "homo_lumo_gap_ev": [4.77, 4.30],
  "homo_energy_ev": [-14.551, -14.551]
}

***

(4)
{
  "formula": "C11H23HgN2O4P2",
  "method": "ωB97M-V/def2-TZVPD",
  "symbols": ["Hg", "P", "C", "C", "N", "C", "C", "C", "C", "C", "P", "H", "H", "H", "H", "H", "H", "H", "H", "O", "H", "H", "O", "H", "C", "H", "H", "H", "C", "H", "H", "H", "C", "H", "H", "H", "C", "H", "H", "H", "O", "N", "O"],
  "xyz": [[-0.24305, 0.34689, 0.54805], [2.04766, -0.66242, 0.19624], [2.22879, -1.49539, -1.38281], [1.03584, -1.58104, -2.15187], [-0.09114, -0.95097, -1.67752], [-1.28772, -1.31418, -2.15705], [-1.39142, -2.18063, -3.24782], [-0.24561, -2.52786, -3.94344], [0.98437, -2.14332, -3.44486], [-2.57405, -0.77186, -1.46897], [-2.36369, 0.85497, -0.63734], [1.91136, -2.38475, -3.93751], [-2.39601, -2.50572, -3.52964], [-0.31361, -3.22575, -4.75732], [-3.36086, -0.63922, -2.23539], [-2.91294, -1.49653, -0.69896], [2.24906, 2.27137, -4.12601], [3.04580, -1.12210, -1.99040], [0.00994, 3.32840, -1.55868], [2.71814, 2.99898, -3.57030], [3.68666, 2.86897, -3.48899], [0.41568, 1.87521, -0.74028], [0.36511, 2.95697, -0.68418], [1.29391, 3.29049, -0.63508], [-2.35701, 2.01238, -1.99413], [-3.30022, 1.87447, -2.52984], [-2.33780, 3.03877, -1.61996], [-1.55853, 1.83128, -2.71902], [-3.82904, 1.11054, 0.33402], [-3.73180, 2.05820, 0.86728], [-4.70620, 1.15794, -0.31482], [-3.95507, 0.31257, 1.06953], [2.07125, -2.13395, 1.27059], [3.10638, -2.52125, 1.23678], [1.72099, -1.97087, 2.30693], [1.41049, -2.85055, 0.75377], [3.42227, 0.44436, 0.72336], [3.28602, 0.72680, 1.78319], [4.39991, -0.06648, 0.63959], [3.45377, 1.38043, 0.13003], [-0.50785, -1.61982, 2.87032], [-1.24461, -1.12197, 2.02174], [-2.38407, -1.54196, 1.77902]],
  "nbo_charge": [1.045, 0.937, -0.818, 0.220, -0.663, 0.228, -0.312, -0.139, -0.265, -0.766, 0.868, 0.226, 0.224, 0.233, 0.247, 0.302, 0.496, 0.233, 0.564, -0.992, 0.498, 0.419, -0.834, 0.564, -0.997, 0.268, 0.242, 0.254, -0.977, 0.258, 0.251, 0.307, -0.955, 0.252, 0.273, 0.265, -0.955, 0.262, 0.259, 0.227, -0.434, 0.167, -0.482],
  "charge": 1,
  "homo_lumo_gap_ev": [5.40, 5.40],
  "homo_energy_ev": [-9.813, -9.814],
  "de_lowest_ev": 2.115
}

***

(5)
{
  "formula": "C11H23MnN5O6",
  "method": "ωB97M-V/def2-TZVPD",
  "symbols": ["O", "H", "Mn", "N", "N", "N", "N", "O", "O", "O", "O", "C", "C", "C", "C", "C", "H", "H", "H", "C", "H", "H", "H", "C", "C", "H", "H", "H", "H", "H", "H", "H", "H", "C", "H", "H", "H", "O", "H", "H", "C", "C", "N", "H", "H", "H"],
  "xyz": [[0.06828, -1.20738, -3.44272], [-0.51264, -1.47334, -4.18666], [-0.13008, 0.04969, -0.16067], [1.34491, -0.92627, -0.77895], [-0.81573, -1.70457, 0.30429], [0.63262, 1.74645, -0.24153], [-1.45359, 1.02173, 0.86800], [2.48162, -0.44269, -1.10326], [1.81446, 1.99756, -0.82770], [-2.32071, 0.41280, 1.69619], [-1.82508, -1.97386, 1.05788], [-0.11446, -2.71302, -0.28782], [1.09789, -2.27337, -0.88923], [-0.01711, 2.75532, 0.39216], [-1.20190, 2.33196, 1.08301], [2.03747, -3.07781, -1.69021], [2.03392, -2.69294, -2.71790], [1.73590, -4.12732, -1.69140], [3.04877, -2.98351, -1.27677], [-0.66857, -4.08745, -0.34170], [-1.63325, -4.10242, -0.86845], [-0.82476, -4.46758, 0.67341], [0.02074, -4.75322, -0.86724], [0.55269, 4.11908, 0.48528], [-1.97110, 3.18228, 2.02693], [1.24540, 4.28917, -0.34571], [1.09451, 4.27105, 1.43270], [-0.26050, 4.85436, 0.45000], [-2.58693, 2.57318, 2.69578], [-2.61888, 3.87201, 1.47137], [-1.28374, 3.79317, 2.62408], [2.20111, 1.03359, -1.02129], [-2.19510, -0.60878, 1.48447], [-1.14757, 0.06110, -1.79159], [-0.62512, -0.65644, -2.72933], [-1.19134, 1.09931, -2.15194], [-2.13724, -0.38577, -1.61260], [1.89435, 0.63062, -3.80835], [1.09107, 0.00428, -3.82170], [1.54755, 1.53276, -3.59433], [0.19120, -0.14321, 4.38822], [0.40105, -0.21031, 2.96442], [0.59767, -0.24711, 1.81689], [1.00340, -0.64279, 4.92543], [-0.75047, -0.62650, 4.67245], [0.14930, 0.89618, 4.73612]],
  "nbo_charge": [-0.942, 0.468, 0.921, -0.055, -0.059, -0.164, -0.114, -0.383, -0.546, -0.561, -0.465, 0.119, 0.210, 0.179, 0.125, -0.668, 0.271, 0.216, 0.242, -0.653, 0.238, 0.236, 0.224, -0.668, -0.666, 0.257, 0.232, 0.227, 0.251, 0.234, 0.222, 0.498, 0.488, -0.728, 0.375, 0.198, 0.197, -0.997, 0.497, 0.456, -0.733, 0.433, -0.411, 0.264, 0.271, 0.264],
  "spin_multiplicity": 6,
  "homo_lumo_gap_ev": [4.80, 6.27],
  "homo_energy_ev": [-5.560, -7.726],
  "de_lowest_ev": 0.000
}

***

(6)
{
  "formula": "C11H23N2",
  "method": "ωB97M-V/def2-TZVPD",
  "symbols": ["C", "C", "C", "C", "N", "C", "C", "C", "N", "C", "C", "C", "C", "H", "H", "H", "H", "H", "H", "H", "H", "H", "H", "H", "H", "H", "H", "H", "H", "H", "H", "H", "H", "H", "H", "H"],
  "xyz": [[-3.09388, -0.59850, -0.03185], [-2.80246, 0.71156, 0.69599], [-1.86803, 1.68320, -0.03963], [-0.86434, 1.07656, -1.02201], [-0.05323, -0.07157, -0.54202], [0.56756, 0.10917, 0.80981], [1.47575, -1.07889, 1.14061], [2.57610, -1.22981, 0.06845], [2.47512, -0.11963, -0.88124], [2.63460, 1.16218, -0.19302], [1.46288, 1.35333, 0.79460], [-0.75259, -1.36018, -0.77405], [-1.96658, -1.62114, 0.10857], [-3.98953, -1.03407, 0.41210], [-3.31616, -0.41479, -1.08352], [-2.39861, 0.47220, 1.68219], [-3.74425, 1.23163, 0.87086], [-1.35087, 2.29353, 0.70146], [-2.47113, 2.36701, -0.63950], [-0.18305, 1.86693, -1.34247], [-1.39704, 0.73529, -1.91020], [0.87769, -0.10959, -1.09857], [-0.21672, 0.21094, 1.56045], [1.92794, -0.87608, 2.11127], [0.91012, -2.00206, 1.25165], [2.45575, -2.16102, -0.48926], [3.56272, -1.25694, 0.54678], [3.16863, -0.21837, -1.61546], [3.59120, 1.20742, 0.34177], [2.63920, 1.95373, -0.94437], [1.84662, 1.49492, 1.80452], [0.89809, 2.24971, 0.54929], [-0.03469, -2.17013, -0.64811], [-1.06469, -1.36561, -1.82119], [-1.66863, -1.68648, 1.15634], [-2.34624, -2.60360, -0.17712]],
  "nbo_charge": [-0.410, -0.406, -0.426, -0.221, -0.448, -0.033, -0.443, -0.238, -0.646, -0.238, -0.441, -0.212, -0.421, 0.235, 0.202, 0.197, 0.236, 0.215, 0.239, 0.224, 0.224, 0.492, 0.240, 0.243, 0.230, 0.216, 0.205, 0.404, 0.201, 0.220, 0.243, 0.227, 0.220, 0.221, 0.207, 0.242],
  "smiles": "C1CCC[NH+](C2CCNCC2)CC1",
  "charge": 1,
  "homo_lumo_gap_ev": 11.02,
  "homo_energy_ev": -13.293,
  "de_lowest_ev": 0.000
}

***

M for the records above, in order: 536.9; 453.7; 494.9; 509.9; 376.3; 183.3 u